Entry 1:
{
  "formula": "C9H17ClN3",
  "method": "ωB97M-V with the def2-TZVPD basis set",
  "species": ["H", "C", "H", "N", "H", "Cl", "H", "N", "C", "N", "C", "H", "H", "C", "C", "H", "H", "H", "C", "H", "C", "H", "C", "H", "H", "H", "H", "H", "H", "C"],
  "xyz": [[-0.76, -0.45, -3.34], [1.79, 0.58, 1.32], [-2.16, -0.18, -2.32], [0.63, -0.44, -0.62], [-3.75, -2.00, 0.95], [1.23, -2.86, 0.47], [-4.96, -0.78, 0.84], [-1.80, -0.36, 0.25], [0.76, 1.64, 1.67], [-3.99, -1.05, 0.76], [-1.09, -1.46, 0.60], [2.78, 0.93, 1.62], [2.98, -0.92, -1.57], [3.09, -0.48, -0.58], [-1.15, -0.61, -2.33], [0.97, 2.57, 1.14], [1.81, 1.23, -0.72], [-0.11, 1.17, -1.63], [1.83, 0.28, -0.18], [-0.25, 1.32, 1.41], [-0.26, 0.12, -1.40], [3.93, 0.20, -0.60], [-3.05, -0.15, 0.43], [1.59, -0.34, 1.88], [-1.21, -1.67, -2.12], [3.31, -1.27, 0.13], [-1.43, -2.17, 1.33], [-3.41, 0.86, 0.24], [0.79, 1.86, 2.74], [0.18, -1.55, 0.12]],
  "e_above_lowest_kcal_mol": 0.00,
  "energy_ev": -26594.534,
  "total_charge": 1,
  "smiles": "C\\C=[N+](/C(Cl)=C\\N=C/N)[C@H](C)CC",
  "homo_ev": -12.2,
  "molar_mass_g_mol": 202.7
}



Entry 2:
{
  "formula": "C9H17Li3O13P2",
  "method": "ωB97M-V with the def2-TZVPD basis set",
  "species": ["H", "C", "C", "H", "C", "O", "H", "H", "Li", "C", "O", "O", "H", "O", "H", "C", "O", "C", "H", "O", "O", "O", "C", "C", "H", "O", "H", "Li", "H", "Li", "O", "C", "H", "H", "P", "H", "O", "P", "O", "H", "H", "H", "H", "O"],
  "xyz": [[0.85, -3.02, -2.49], [0.48, 3.40, -1.62], [-0.07, -2.44, -2.57], [-1.94, -0.60, -3.49], [0.08, -1.07, -3.25], [-1.42, 0.10, 4.07], [3.93, -1.08, 0.59], [0.38, -2.49, 1.11], [-0.97, 1.52, 0.40], [1.97, -0.16, 0.84], [0.16, 2.41, 1.80], [-0.43, 4.74, 1.84], [2.51, 0.76, 1.07], [-0.70, -2.12, -1.34], [3.22, -2.95, 1.59], [-1.14, -0.31, -2.80], [0.52, 3.52, -2.95], [2.91, -1.21, 0.25], [2.28, -3.31, 0.12], [0.18, 2.31, -1.15], [-2.78, -1.74, 3.15], [1.42, -0.84, 1.98], [1.25, -2.24, 1.72], [2.52, -2.55, 0.86], [1.08, -0.71, -3.01], [-1.98, 3.18, 0.81], [0.51, 2.61, -3.24], [-2.99, 2.05, 2.07], [-0.78, -3.08, -3.09], [-0.10, 0.60, 2.79], [-1.92, 3.04, 3.32], [-1.49, -0.95, -1.46], [1.19, 0.23, 0.20], [0.05, -1.13, -4.34], [-2.40, -0.26, 2.94], [-0.79, 0.72, -2.74], [-3.51, 0.73, 3.35], [-1.09, 3.34, 2.05], [-1.78, 0.30, 1.67], [-2.53, -1.26, -1.40], [-1.27, -0.28, -0.63], [1.00, -2.72, 2.67], [2.90, -1.34, -0.83], [0.68, 4.33, -0.89]],
  "energy_ev": -55424.772,
  "total_charge": -3,
  "homo_ev": [3.4, 3.5],
  "molar_mass_g_mol": 416.0,
  "spin_multiplicity": 2
}



Entry 3:
{
  "formula": "C9H17N",
  "method": "ωB97M-V with the def2-TZVPD basis set",
  "species": ["H", "H", "H", "C", "H", "H", "H", "H", "C", "C", "H", "N", "C", "C", "H", "H", "H", "H", "H", "H", "C", "C", "H", "H", "C", "C", "H"],
  "xyz": [[2.86, 0.64, -1.59], [-1.81, -1.64, -1.31], [1.42, -0.04, -2.36], [1.69, 1.22, 0.85], [-2.59, 1.78, -0.96], [0.69, -1.84, -1.45], [1.12, 2.02, 1.33], [-0.54, -2.28, 2.13], [1.16, 0.59, -0.31], [-1.53, 1.60, -0.85], [-2.06, -1.56, 1.61], [-2.08, -0.66, -1.36], [0.02, -0.33, -0.02], [1.77, 0.71, -1.66], [-1.15, 2.13, 0.03], [1.17, 0.38, 1.71], [2.72, 1.56, 0.76], [-1.34, -1.08, 3.14], [-0.75, 0.76, 1.72], [-1.02, 2.02, -1.72], [0.45, -1.76, -0.39], [-1.11, -1.34, 2.11], [-0.34, -2.48, -0.16], [1.56, 1.70, -2.10], [-1.26, 0.12, -0.78], [-0.37, -0.22, 1.44], [1.33, -2.03, 0.19]],
  "e_above_lowest_kcal_mol": 79.91,
  "energy_ev": -11094.791,
  "total_charge": 0,
  "homo_ev": [-7.4, -7.0],
  "molar_mass_g_mol": 139.2
}